ORCA calculation (ωB97M-V with the def2-TZVPD basis set) on an isolated molecule of C5H10O.

Output
* SMILES: CCC[C@H]1CO1
* relative energy (zero: lowest compared OMol25 entry of this formula, charge and spin): 1.290 eV
* DFT total energy: -7393.4756 eV
* frontier orbital gap: 11.35 eV
* total charge: 0
* F_max: 0.30 eV/Å
* HOMO level: -10.191 eV
* LUMO energy: 1.2 eV

Geometry (Å):
C -1.58207 1.05439 0.01511
C -1.36375 -0.41708 0.35904
C 0.09190 -0.75604 0.68098
C 1.01282 -0.61889 -0.51080
C 2.11411 0.34651 -0.57195
O 2.35691 -1.02486 -0.30068
H -0.97443 1.35762 -0.84550
H -1.30789 1.69835 0.85927
H -2.63068 1.25365 -0.22928
H -1.70112 -1.04586 -0.47666
H -1.98735 -0.69143 1.21802
H 0.15929 -1.79387 1.03180
H 0.45539 -0.12296 1.50209
H 0.59924 -0.95989 -1.46541
H 2.47821 0.70182 -1.53726
H 2.27942 1.01852 0.27123

Formally, the natural (NBO) partial charges of the atoms, in units of the elementary charge, are as follows: C -0.610; C -0.393; C -0.425; C 0.056; C -0.113; O -0.493; H 0.202; H 0.202; H 0.212; H 0.195; H 0.206; H 0.219; H 0.203; H 0.177; H 0.181; H 0.178

***

ORCA calculation (ωB97M-V with the def2-TZVPD basis set) on a structure of composition C23H61InO14P.

Output
* DFT total energy: -67968.0382 eV
* frontier orbital gap: 7.52 eV
* total charge: -1
* F_max: 0.73 eV/Å
* HOMO level: -5.347 eV
* LUMO energy: 2.2 eV

Geometry (Å):
C -6.04595 -1.30031 -0.63748
C -5.49453 -1.75419 -2.00385
C -4.89052 -0.62073 -2.86013
C -3.35280 -0.64376 -2.96051
C -2.62985 0.34861 -2.02110
C -1.41799 -0.27187 -1.32612
C -0.72628 0.65441 -0.30704
In 1.44985 0.30960 -0.25848
C 2.66182 1.90287 0.65431
C 2.05599 2.52007 1.93479
C 2.23694 4.04441 1.94784
C 1.93680 4.72261 3.27035
O 0.56204 4.65400 3.62824
C -0.22617 5.62390 2.97917
C 1.89314 -1.74941 0.46446
C 1.14195 -2.12811 1.66466
O 0.58396 -1.45854 2.48222
O 1.09807 -3.56282 1.87230
C -0.05126 -4.25000 1.67073
C -1.19046 -3.54408 0.98325
O -0.09067 -5.41392 1.97010
P 2.08426 0.28285 -2.77181
O 1.64321 -0.89929 -3.55491
O 3.71584 0.47428 -2.93782
O 1.60408 1.67044 -3.54341
H -6.29453 -0.23828 -0.64077
H -6.93406 -1.86335 -0.34753
H -5.30199 -1.44773 0.14839
H -6.27845 -2.27193 -2.55906
H -4.71579 -2.49566 -1.81399
H -5.31999 -0.65418 -3.86045
H -5.17951 0.33735 -2.41829
H -3.06148 -0.44911 -3.99486
H -2.98727 -1.64838 -2.73091
H -3.33062 0.69704 -1.25546
H -2.30374 1.21470 -2.60411
H -1.77402 -1.17531 -0.81436
H -0.73104 -0.63262 -2.10079
H -0.92110 1.69824 -0.57922
H -1.17007 0.51180 0.68003
H 2.75772 2.69306 -0.10213
H 3.68418 1.57037 0.84953
H 2.59084 2.12381 2.80113
H 1.00202 2.27014 2.05878
H 3.26964 4.26659 1.65920
H 1.59231 4.48727 1.17825
H 2.50318 4.26235 4.08302
H 2.23706 5.78050 3.22737
H 0.23907 5.98358 2.05698
H -0.39554 6.48603 3.63595
H -1.18669 5.18283 2.71092
H 1.63110 -2.46383 -0.32212
H 2.96270 -1.89578 0.62751
H -1.04550 -3.63297 -0.09488
H -1.28278 -2.49488 1.24802
H -2.10308 -4.07292 1.24756
H 3.91795 1.16906 -3.57775
H 1.08785 2.19274 -2.91920
C 7.15292 -0.99995 -3.47782
O 6.47612 0.20557 -3.18511
H 8.05001 -0.74393 -4.04089
H 7.45600 -1.53112 -2.56943
H 6.53978 -1.67110 -4.08750
H 5.66576 -0.01059 -2.70191
C 4.13203 -5.74929 0.21883
O 3.58763 -4.44822 0.33316
H 5.06942 -5.65937 -0.32809
H 4.34236 -6.19251 1.19756
H 3.47114 -6.42088 -0.33787
H 2.75403 -4.50921 0.81613
C -2.14683 2.34229 4.12703
O -1.29442 1.72224 3.18012
H -1.95128 3.40954 4.08075
H -3.20388 2.16538 3.90074
H -1.94028 2.00633 5.14882
H -1.43933 0.77169 3.22179
C 1.14601 1.37952 5.51213
O 2.09855 0.62052 4.77827
H 1.43272 2.42647 5.43711
H 0.15106 1.27106 5.08373
H 1.12301 1.08659 6.56504
H 1.82354 -0.30009 4.80265
C 0.70742 2.10615 -6.77156
O 1.76078 1.16870 -6.66908
H 0.72693 2.50614 -7.78511
H -0.26886 1.64152 -6.59857
H 0.82959 2.93275 -6.06516
H 1.73741 0.81738 -5.77188
C -5.52670 -1.73141 -7.26697
O -4.67111 -1.64006 -6.14027
H -6.45305 -2.18888 -6.92530
H -5.75903 -0.74705 -7.68417
H -5.09933 -2.35932 -8.05416
H -3.84206 -1.23926 -6.41625
C 0.27770 -1.42586 7.96677
O -0.42504 -0.21509 8.21279
H 1.26288 -1.14993 7.59634
H 0.40273 -2.01575 8.87913
H -0.21919 -2.03758 7.20916
H -1.30261 -0.43217 8.53695

These are the Löwdin partial charges, in e, on atoms 1 to 99: C -0.113; C -0.245; C -0.211; C -0.198; C -0.215; C -0.322; C -0.270; In 0.775; C -0.284; C -0.287; C -0.201; C -0.240; O -0.201; C -0.121; C -0.156; C -0.502; O 0.116; O 0.045; C -0.516; C 0.027; O 0.098; P 0.440; O -0.392; O -0.247; O -0.234; H 0.060; H 0.057; H 0.063; H 0.093; H 0.092; H 0.079; H 0.092; H 0.094; H 0.100; H 0.106; H 0.107; H 0.085; H 0.077; H 0.032; H 0.017; H 0.021; H 0.031; H 0.092; H 0.080; H 0.115; H 0.107; H 0.115; H 0.114; H 0.081; H 0.083; H 0.079; H 0.064; H 0.068; H 0.104; H 0.072; H 0.091; H 0.062; H 0.044; C -0.176; O -0.138; H 0.070; H 0.072; H 0.077; H 0.042; C -0.165; O -0.124; H 0.074; H 0.074; H 0.075; H 0.047; C -0.156; O -0.126; H 0.062; H 0.076; H 0.071; H 0.074; C -0.132; O -0.120; H 0.074; H 0.055; H 0.058; H 0.062; C -0.183; O -0.127; H 0.070; H 0.072; H 0.067; H 0.036; C -0.164; O -0.125; H 0.076; H 0.074; H 0.074; H 0.077; C -0.160; O -0.131; H 0.072; H 0.073; H 0.080